# 1
82
Properties=species:S:1:pos:R:3 method="wB97M-V/def2-TZVPD" e_above_lowest_kcal_mol=0.0 total_charge=0 e_tot_ha=-3260.14732 multiplicity=6
Mn 0.410 -4.060 1.406
C 2.255 -3.685 -0.763
C 1.971 -2.725 0.190
C 1.252 -1.419 -0.102
C -0.228 -1.361 0.279
C -0.958 -2.677 0.245
C -0.820 -3.664 -0.723
C -0.052 -3.517 -1.973
C 1.434 -4.003 -1.942
C -1.312 -4.810 2.091
H 3.202 -4.222 -0.676
H 2.667 -2.613 1.035
H 1.395 -1.139 -1.157
H 1.754 -0.635 0.492
H -0.318 -0.954 1.300
H -0.748 -0.615 -0.344
H -1.870 -2.687 0.848
H -1.460 -4.546 -0.663
H -0.098 -2.474 -2.331
H -0.557 -4.139 -2.731
H 1.401 -5.101 -2.076
H 1.922 -3.612 -2.858
H -1.104 -5.840 2.385
H -2.133 -4.793 1.365
H -1.589 -4.203 2.974
P -2.411 2.910 0.054
P 0.740 3.147 0.518
N -3.534 2.606 -1.251
N -3.639 4.026 0.840
N 1.481 2.827 -1.046
N 2.146 4.096 1.117
C -1.489 4.268 -0.804
C -0.223 4.656 -0.016
C -3.734 1.328 -1.785
C -4.547 1.428 -2.906
C -4.857 2.821 -3.087
C -4.209 3.516 -2.076
C -4.068 3.825 2.151
C -4.904 4.875 2.528
C -4.971 5.780 1.421
C -4.188 5.234 0.411
C 1.621 1.534 -1.555
C 2.068 1.614 -2.865
C 2.163 3.000 -3.196
C 1.790 3.717 -2.074
C 2.958 5.036 0.469
C 3.682 5.752 1.412
C 3.283 5.267 2.703
C 2.337 4.276 2.494
H -2.105 5.167 -0.968
H -1.204 3.907 -1.803
H 0.380 5.384 -0.586
H -0.509 5.177 0.915
H -3.273 0.482 -1.295
H -4.897 0.622 -3.522
H -5.480 3.281 -3.841
H -4.194 4.571 -1.922
H -3.721 2.962 2.693
H -5.408 4.989 3.472
H -5.498 6.724 1.355
H -3.996 5.664 -0.557
H 1.382 0.700 -0.925
H 2.310 0.786 -3.511
H 2.457 3.442 -4.133
H 1.726 4.791 -1.943
H 2.976 5.132 -0.597
H 4.401 6.529 1.186
H 3.650 5.621 3.652
H 1.764 3.673 3.184
C 3.720 -5.750 1.886
C 2.690 -6.530 1.084
C 2.789 -8.058 1.327
C 1.264 -6.060 1.416
H 3.465 -5.752 2.953
H 3.739 -4.704 1.560
H 4.735 -6.139 1.756
H 2.903 -6.351 0.014
H 2.544 -8.276 2.376
H 2.037 -8.588 0.718
H 3.774 -8.487 1.084
H 0.574 -6.623 0.771
H 1.091 -6.333 2.476

---

# 2
84
Properties=species:S:1:pos:R:3 method="wB97M-V/def2-TZVPD" e_above_lowest_kcal_mol=51.1 total_charge=-1 e_tot_ha=-3269.63595 multiplicity=1
Sc -2.250 -0.645 -0.505
P 0.729 -0.050 -0.491
Cl -1.740 -1.376 -2.656
C -0.043 -1.270 0.694
H 0.691 -1.885 1.288
H -0.453 -2.109 0.091
C 0.060 1.417 -1.672
C 1.693 -1.068 -1.680
C 0.970 2.585 -2.088
H -0.189 0.838 -2.574
C 0.281 3.509 -3.133
H 1.227 3.208 -1.214
H 1.928 2.237 -2.512
C -1.089 4.015 -2.673
H 0.942 4.363 -3.344
H 0.184 2.956 -4.082
C -1.960 2.901 -2.091
H -0.947 4.808 -1.927
H -1.601 4.472 -3.525
C -1.214 1.996 -1.079
H -2.839 3.345 -1.597
H -2.338 2.264 -2.910
H -0.981 2.595 -0.180
H -2.048 1.272 -0.773
C 2.049 0.910 0.542
C 2.685 -1.895 -0.864
H 0.905 -1.724 -2.092
C 3.298 -3.027 -1.709
H 3.497 -1.260 -0.478
H 2.189 -2.337 0.007
C 3.908 -2.523 -3.028
H 4.066 -3.545 -1.114
H 2.506 -3.761 -1.932
C 2.995 -1.545 -3.795
H 4.868 -2.024 -2.813
H 4.126 -3.390 -3.669
C 2.381 -0.439 -2.897
H 3.567 -1.094 -4.624
H 2.173 -2.119 -4.253
H 3.187 0.262 -2.623
H 1.673 0.126 -3.515
C 1.415 2.054 1.344
H 2.343 0.083 1.222
C 2.414 2.568 2.398
H 1.163 2.888 0.661
H 0.487 1.728 1.845
C 3.784 2.964 1.840
H 1.971 3.431 2.896
H 2.549 1.795 3.164
C 4.345 1.921 0.867
H 3.712 3.934 1.327
H 4.496 3.093 2.665
C 3.329 1.430 -0.176
H 5.203 2.338 0.334
H 4.722 1.055 1.425
H 3.061 2.279 -0.832
H 3.785 0.650 -0.813
C -1.545 0.020 2.158
C -0.528 -0.837 2.620
H -1.310 0.821 1.421
C -0.844 -1.893 3.649
H 0.456 -0.450 2.829
C -2.358 -2.107 3.798
H -0.360 -2.862 3.461
H -0.490 -1.596 4.639
C -3.094 -0.761 4.016
H -2.770 -2.607 2.902
H -2.587 -2.749 4.667
C -2.841 0.196 2.890
H -4.175 -0.922 4.141
H -2.764 -0.317 4.973
H -3.704 0.200 2.183
H -2.855 1.231 3.277
F -4.344 -0.048 -0.160
C -4.659 -1.402 0.218
C -3.539 -2.202 0.411
C -3.784 -3.526 0.785
F -2.748 -4.342 1.133
C -5.089 -4.020 0.803
F -5.309 -5.321 1.088
C -6.187 -3.191 0.538
F -7.427 -3.709 0.493
C -5.986 -1.827 0.285
F -7.018 -0.987 0.105

---

# 3
115
Properties=species:S:1:pos:R:3 method="wB97M-V/def2-TZVPD" total_charge=-1 e_tot_ha=-5391.26988 multiplicity=1
C 8.818 0.602 -1.285
C 7.246 0.799 -1.515
O 6.634 -0.075 -2.152
O 6.526 1.920 -1.038
C 5.924 1.645 0.269
C 4.495 0.938 0.003
C 3.389 1.400 1.102
C 2.401 0.237 1.572
Nb 0.726 -0.371 0.175
I 2.557 -1.705 -1.600
C -0.725 0.618 1.689
C -1.805 1.561 1.034
O -1.534 2.788 0.972
O -3.040 0.971 0.661
C -3.855 1.759 -0.176
C -5.442 1.642 0.100
O -3.520 2.476 -1.125
C -0.883 -0.890 -1.289
C -1.752 -2.198 -1.256
C -1.016 -3.615 -1.285
Cl -3.234 -2.147 -0.111
P 0.955 1.840 -1.173
N -0.573 2.306 -1.901
O 1.951 1.395 -2.525
P 0.629 -2.581 1.514
O 1.272 -2.256 2.898
O 1.675 -3.821 0.881
O -0.931 -3.149 1.888
H 9.000 -0.086 -0.399
H 9.226 0.111 -2.235
H 9.348 1.602 -1.159
H 5.699 2.600 0.854
H 6.607 0.973 0.890
H 4.147 1.064 -1.066
H 4.666 -0.177 0.236
H 4.049 1.631 2.027
H 2.910 2.401 0.855
H 3.065 -0.685 1.775
H 1.966 0.540 2.586
H -1.179 -0.229 2.302
H -0.097 1.290 2.376
H -5.658 0.752 0.792
H -5.936 1.397 -0.907
H -5.810 2.636 0.526
H -0.409 -0.845 -2.345
H -1.633 -0.007 -1.313
H -2.304 -2.189 -2.275
H -1.197 -4.160 -2.282
H 0.107 -3.494 -1.201
H -1.474 -4.300 -0.492
H -0.646 2.066 -2.900
H -0.635 3.335 -1.786
H 1.416 1.590 -3.331
H 1.260 -4.705 1.041
H -0.865 -4.132 1.890
C 2.616 3.313 5.696
C 3.817 4.178 5.917
O 4.894 3.317 5.612
C 4.405 2.436 4.690
O 5.086 1.736 4.004
O 3.046 2.460 4.644
F 3.919 4.552 7.219
H 2.363 2.712 6.569
H 1.737 3.890 5.400
H 3.860 5.062 5.275
C 6.615 0.800 9.051
C 6.993 0.691 7.608
O 5.754 0.476 6.967
C 4.827 1.093 7.747
O 3.718 1.354 7.391
O 5.323 1.386 8.982
F 7.785 -0.387 7.392
H 6.546 -0.174 9.543
H 7.302 1.431 9.617
H 7.468 1.587 7.198
C -0.798 -7.437 -3.413
C -0.728 -8.762 -2.721
O -0.126 -8.447 -1.483
C -0.485 -7.158 -1.219
O -0.388 -6.643 -0.147
O -0.976 -6.536 -2.328
F 0.081 -9.621 -3.389
H 0.125 -7.189 -3.943
H -1.632 -7.377 -4.114
H -1.701 -9.231 -2.547
C -6.029 -3.465 -4.396
C -4.822 -2.610 -4.172
O -3.750 -3.482 -4.473
C -4.239 -4.359 -5.392
O -3.560 -5.067 -6.074
O -5.601 -4.325 -5.445
F -4.725 -2.238 -2.877
H -6.289 -4.064 -3.519
H -6.902 -2.884 -4.695
H -4.771 -1.727 -4.816
C -2.512 1.808 -6.954
C -2.785 0.557 -6.179
O -1.491 0.090 -5.858
C -0.710 1.203 -5.784
O 0.369 1.231 -5.275
O -1.316 2.282 -6.353
F -3.401 -0.373 -6.952
H -2.335 1.615 -8.016
H -3.316 2.540 -6.860
H -3.358 0.713 -5.260
C -7.380 6.211 0.954
C -8.851 6.487 0.945
O -9.366 5.461 0.122
C -8.511 4.409 0.270
O -8.764 3.287 -0.057
O -7.333 4.794 0.846
F -9.121 7.682 0.365
H -6.863 6.657 0.100
H -6.899 6.550 1.872
H -9.324 6.439 1.930

---

# 4
101
Properties=species:S:1:pos:R:3 method="wB97M-V/def2-TZVPD" e_above_lowest_kcal_mol=0.0 total_charge=0 smiles="O=C1OC[C@@H](F)O1.C[C@H]1COC(=O)O1.C[C@H]1COC(=O)O1.C[C@H]1COC(=O)O1.C[C@H]1COC(=O)O1.C[C@H]1COC(=O)O1.C[C@H]1COC(=O)O1.C[C@H]1COC(=O)O1" e_tot_ha=-3114.04080 multiplicity=1
C -2.657 -2.138 1.266
C -4.032 -2.631 0.882
C -4.962 -3.129 1.995
O -6.148 -2.362 1.834
C -5.991 -1.427 0.873
O -6.840 -0.648 0.584
O -4.761 -1.491 0.334
H -2.154 -1.729 0.387
H -2.082 -2.952 1.711
H -2.710 -1.330 2.002
H -3.949 -3.319 0.040
H -4.536 -3.113 2.997
H -5.215 -4.173 1.797
C 0.458 -4.269 1.023
C 0.348 -5.207 -0.159
C -0.199 -4.548 -1.436
O 0.724 -4.983 -2.457
C 1.822 -5.534 -1.890
O 2.794 -5.850 -2.493
O 1.640 -5.692 -0.564
H -0.399 -3.589 1.007
H 1.349 -3.648 1.057
H 0.401 -4.853 1.941
H -0.292 -6.068 0.047
H -0.086 -3.470 -1.392
H -1.197 -4.882 -1.697
C -1.884 2.499 -5.086
C -1.197 2.039 -3.829
C -2.043 2.264 -2.550
O -1.920 1.015 -1.855
C -1.223 0.139 -2.611
O -0.759 -0.874 -2.184
O -1.034 0.611 -3.849
H -1.781 3.580 -5.188
H -2.941 2.234 -5.074
H -1.443 2.060 -5.980
H -0.224 2.506 -3.677
H -3.071 2.521 -2.806
H -1.621 3.073 -1.958
C -6.043 3.259 -0.429
C -5.084 2.959 0.686
C -4.548 1.528 0.836
O -3.145 1.736 0.999
C -2.800 3.009 0.771
O -1.666 3.367 0.718
O -3.885 3.759 0.528
H -6.898 2.588 -0.301
H -5.646 3.058 -1.425
H -6.380 4.292 -0.392
H -5.520 3.246 1.645
H -4.665 0.878 -0.026
H -5.022 1.086 1.708
C 2.704 6.120 -0.251
C 2.445 4.632 -0.564
C 0.977 4.298 -0.800
O 0.891 4.014 -2.202
C 2.108 4.114 -2.766
O 2.325 4.019 -3.928
O 3.059 4.320 -1.838
H 3.090 6.252 0.756
H 1.772 6.692 -0.303
H 3.326 6.581 -1.016
H 2.942 4.089 0.237
H 0.298 5.105 -0.535
H 0.655 3.424 -0.238
C 2.190 0.604 -2.354
C 2.501 -0.872 -2.197
C 3.880 -1.315 -2.720
O 4.433 -2.072 -1.648
C 3.679 -1.942 -0.537
O 3.973 -2.372 0.528
O 2.576 -1.204 -0.784
H 3.055 1.101 -1.907
H 1.314 0.918 -1.791
H 2.103 0.784 -3.425
H 1.734 -1.541 -2.580
H 4.507 -0.461 -2.978
H 3.743 -1.962 -3.583
C 5.526 -1.630 3.175
C 4.708 -2.150 4.352
C 3.911 -1.028 5.037
O 2.569 -1.466 4.976
C 2.466 -2.559 4.207
O 1.452 -3.135 3.944
O 3.672 -3.022 3.850
H 6.037 -2.468 2.703
H 6.321 -0.995 3.575
H 4.856 -1.133 2.480
H 5.343 -2.768 4.988
H 4.072 -0.101 4.485
H 4.236 -0.874 6.063
C 0.764 -0.506 1.692
C 0.098 0.847 1.547
O 1.198 1.694 1.316
C 2.305 1.117 1.857
O 3.330 1.680 2.035
O 2.062 -0.156 2.194
F -0.548 1.200 2.702
H 0.834 -1.025 0.739
H 0.263 -1.165 2.399
H -0.637 0.923 0.750

---

# 5
93
Properties=species:S:1:pos:R:3 method="wB97M-V/def2-TZVPD" e_above_lowest_kcal_mol=2.9 total_charge=0 e_tot_ha=-3704.23956 multiplicity=2
V -0.085 0.831 1.409
C -2.884 3.791 0.509
C -2.541 2.393 0.910
O -1.260 2.216 1.124
C -3.434 1.377 1.053
C -3.058 0.017 1.362
C -4.163 -0.989 1.481
N -1.814 -0.329 1.501
N -1.607 -1.698 1.750
C -0.330 -1.904 1.792
O 0.560 -0.975 1.639
C 0.193 -3.271 2.062
C -0.657 -4.374 2.022
C -0.157 -5.643 2.265
C 1.191 -5.816 2.554
C 2.036 -4.718 2.602
C 1.540 -3.445 2.357
H -2.543 4.484 1.279
H -3.953 3.920 0.351
H -2.344 4.034 -0.408
H -4.486 1.574 0.909
H -5.133 -0.502 1.416
H -4.082 -1.532 2.423
H -4.079 -1.735 0.689
H -1.704 -4.222 1.798
H -0.819 -6.498 2.232
H 1.580 -6.808 2.746
H 3.085 -4.850 2.838
H 2.184 -2.577 2.404
C -2.388 1.128 6.483
C -2.804 1.544 5.228
C -1.919 1.548 4.160
C -0.600 1.140 4.338
C -0.176 0.734 5.606
C -1.072 0.728 6.661
N 0.287 1.126 3.220
N 1.580 1.000 3.610
C 2.394 1.096 2.574
C 3.806 0.911 2.749
C 4.632 1.063 1.689
C 4.087 1.399 0.414
C 2.739 1.519 0.292
N 1.882 1.362 1.340
H -3.081 1.117 7.315
H -3.824 1.868 5.067
H -2.261 1.883 3.195
H 0.847 0.423 5.742
H -0.733 0.403 7.637
H 4.159 0.658 3.738
H 5.700 0.931 1.804
H 4.724 1.555 -0.445
H 2.251 1.753 -0.645
C -1.942 1.545 -4.688
N -1.618 1.760 -3.288
C -2.547 1.101 -2.374
P -0.042 1.892 -2.824
O 0.103 2.287 -1.416
O 0.647 0.445 -3.125
P 0.686 -0.814 -2.109
O -0.134 -0.685 -0.893
N 0.157 -2.089 -3.007
C 0.715 -2.356 -4.318
C -1.082 -2.786 -2.709
N 2.298 -0.888 -1.816
C 3.346 -0.563 -2.762
C 2.728 -1.761 -0.728
N 0.725 2.838 -3.922
C 1.142 4.175 -3.517
C 1.426 2.327 -5.087
H -2.982 1.827 -4.860
H -1.824 0.492 -4.980
H -1.318 2.165 -5.328
H -3.521 1.590 -2.438
H -2.181 1.166 -1.355
H -2.667 0.042 -2.629
H 1.647 -1.809 -4.460
H 0.022 -2.056 -5.112
H 0.931 -3.421 -4.434
H -1.452 -2.472 -1.736
H -0.907 -3.865 -2.690
H -1.842 -2.575 -3.472
H 2.986 0.137 -3.513
H 3.737 -1.456 -3.264
H 4.173 -0.090 -2.225
H 1.934 -1.852 0.009
H 3.586 -1.298 -0.234
H 3.015 -2.751 -1.097
H 0.620 4.474 -2.612
H 0.919 4.888 -4.313
H 2.218 4.197 -3.314
H 1.055 1.345 -5.371
H 2.503 2.251 -4.898
H 1.277 3.005 -5.932